# 1
Below is the ion C4H13N3 with charge +2 at a distorted geometry, with properties calculated with ωB97M-V/def2-TZVPD.

Positions of all 20 atoms, in Å:
C: 2.3382 0.2002 -0.3764
C: 0.4370 -1.2120 0.3865
C: -2.6870 0.6644 -0.5421
C: -2.0076 -0.3492 0.4052
N: 1.6190 -0.9091 -0.3670
N: 1.8837 1.3246 0.4466
N: -0.6624 -0.3873 -0.0302
H: 3.3627 -0.0775 -0.1287
H: 2.5220 0.5077 -1.4893
H: 0.2083 -2.2605 0.3829
H: 0.6921 -0.8347 1.3782
H: -3.4783 1.2833 -0.0904
H: -1.9018 1.3862 -0.8173
H: -3.0374 0.0747 -1.5451
H: -2.4495 -1.2976 0.3816
H: -2.2432 -0.0234 1.4744
H: 1.9006 -1.6130 -1.0430
H: 1.4072 0.9976 1.3501
H: 2.5197 2.0101 0.6549
H: -0.4231 0.5155 -0.4305

Cartesian forces, eV/Å:
C 0.62 4.75 0.03
C 0.67 1.02 0.23
C -0.60 -0.88 -2.12
C -0.79 1.77 -0.18
N -1.95 -3.36 -1.03
N -2.63 -4.95 0.17
N -0.35 0.54 0.97
H 1.25 0.03 0.25
H -0.10 0.01 1.15
H -0.12 -0.50 0.10
H -0.40 -0.56 0.82
H 0.08 -0.75 -0.20
H -0.46 0.07 -0.28
H 0.64 1.71 2.51
H -0.53 -1.89 -0.02
H 1.04 -0.12 -0.59
H 0.08 -0.08 0.01
H 0.94 0.96 -1.64
H 2.17 2.15 0.27
H 0.42 0.08 -0.43

Properties
HOMO (alpha / beta) = -19.57 / -19.52 eV
spin multiplicity = 1
charge = +2
ΔE to the lowest compared entry with this formula, charge and spin = 160.6 kcal/mol
orbital gap (alpha / beta) = 0.274 / 0.269 hartree
strongest force on any atom = 0.109 Eh/bohr

Taken from the natural (NBO) analysis, the atomic charges in e are: C -0.118; C -0.114; C -0.608; C -0.316; N -0.365; N -0.675; N -0.145; H 0.351; H 0.345; H 0.295; H 0.262; H 0.284; H 0.197; H 0.275; H 0.286; H 0.342; H 0.455; H 0.392; H 0.430; H 0.427

# 2
Below is a cluster of 3 separate species, C11H24I2NO7PS in total, with properties calculated with ωB97M-V/def2-TZVPD.

Positions of all 47 atoms, in Å:
C: -0.3771 1.1428 -5.5801
C: 0.6522 0.9192 -4.4663
I: 2.3716 2.1922 -4.8093
C: 1.0660 -0.5573 -4.3336
I: 1.4663 -1.0026 -2.2700
O: 2.2006 -0.8735 -5.1133
S: 2.1388 -2.3595 -5.8388
O: 2.8361 -3.2819 -5.0050
O: 3.2242 -1.9308 -6.9907
P: 3.0242 -0.6446 -7.9975
N: 3.0645 -1.0075 -9.4935
H: -0.8573 0.2048 -5.8620
H: 0.0597 1.5692 -6.4791
H: -1.1533 1.8249 -5.2401
H: 0.3018 1.2705 -3.5056
H: 0.2238 -1.1664 -4.6617
H: 1.8083 -0.1355 -7.5554
H: 3.9899 0.2469 -7.5241
H: 3.8664 -0.6110 -9.9630
O: -2.1519 -0.3424 -1.3659
C: -2.2647 -0.5483 -0.1880
O: -1.1847 -0.3948 0.5964
C: -1.2530 -0.4391 2.0315
C: -1.1511 -1.8424 2.5810
C: -3.5577 -1.0463 0.4169
H: -2.1492 0.0735 2.3834
H: -0.4015 0.1538 2.3599
H: -1.9904 -2.4629 2.2623
H: -1.1267 -1.7944 3.6697
H: -0.2346 -2.3185 2.2318
H: -3.5513 -2.1355 0.3935
H: -4.3762 -0.6907 -0.2024
H: -3.7267 -0.7193 1.4393
O: -0.1594 -1.2101 5.6224
C: -0.2015 -0.1815 6.2391
O: -0.5933 0.9324 5.5869
C: -0.8473 2.1741 6.2552
C: 0.4091 3.0026 6.4159
C: 0.2383 -0.0872 7.6802
H: -1.3491 1.9999 7.2074
H: -1.5581 2.6875 5.6104
H: 1.1405 2.5053 7.0527
H: 0.1678 3.9677 6.8616
H: 0.8722 3.1736 5.4446
H: 1.3048 0.1349 7.7007
H: 0.0785 -1.0568 8.1425
H: -0.2893 0.6651 8.2604

Cartesian forces, eV/Å:
C -0.03 0.06 0.02
C 0.36 -0.05 -0.46
I -0.11 -0.11 0.17
C 0.25 0.37 0.26
I -0.01 -0.13 0.00
O -0.18 0.04 -0.24
S 0.09 0.25 -0.18
O 0.12 -0.26 0.10
O -0.25 0.07 0.28
P 0.25 -0.16 -0.45
N -0.05 0.34 0.10
H -0.07 -0.02 0.07
H 0.06 -0.04 -0.04
H -0.02 0.04 0.00
H -0.21 -0.07 0.01
H -0.08 -0.14 0.29
H -0.19 -0.06 0.15
H -0.02 0.06 0.20
H 0.10 -0.24 -0.21
O -0.06 0.07 -0.17
C 0.03 -0.19 0.08
O 0.01 0.16 0.00
C 0.04 -0.03 0.11
C -0.09 -0.06 -0.09
C -0.07 0.22 0.02
H 0.00 -0.01 -0.02
H 0.02 0.00 -0.02
H -0.02 0.03 0.04
H 0.02 -0.07 -0.10
H 0.03 0.02 0.03
H 0.01 -0.02 0.02
H 0.02 -0.06 -0.07
H 0.04 -0.08 0.02
O 0.03 -0.06 0.09
C 0.15 0.07 0.01
O -0.14 -0.02 -0.02
C 0.03 0.13 0.04
C 0.07 -0.08 -0.02
C -0.22 -0.04 0.07
H 0.02 -0.01 0.00
H 0.00 -0.02 -0.03
H -0.02 0.01 0.04
H -0.01 0.01 0.00
H -0.02 0.02 -0.01
H 0.01 0.02 0.00
H 0.07 -0.04 -0.05
H 0.07 0.04 -0.02

Properties
HOMO = -9.21 eV
spin multiplicity = 1
orbital gap = 0.351 hartree
strongest force on any atom = 0.011 Eh/bohr

Taken from the natural (NBO) analysis, the atomic charges in e are: C -0.648; C -0.337; I 0.080; C -0.056; I 0.118; O -0.745; S 1.781; O -0.880; O -0.986; P 1.598; N -1.282; H 0.213; H 0.225; H 0.236; H 0.251; H 0.207; H -0.096; H -0.066; H 0.385; O -0.589; C 0.802; O -0.506; C -0.067; C -0.650; C -0.743; H 0.170; H 0.201; H 0.197; H 0.256; H 0.216; H 0.244; H 0.243; H 0.220; O -0.580; C 0.804; O -0.510; C -0.069; C -0.637; C -0.744; H 0.175; H 0.199; H 0.208; H 0.221; H 0.222; H 0.247; H 0.250; H 0.221

# 3
Below is a cluster of 9 separate species, C5H30N2O8S in total at a distorted geometry, with properties calculated with ωB97M-V/def2-TZVPD.

Positions of all 46 atoms, in Å:
C: 1.5319 0.4780 -1.2113
N: 0.5264 1.2621 -0.5225
C: 0.6464 2.8292 -0.8734
N: -0.6129 3.5384 -0.7081
C: 2.2757 -0.3216 -0.0445
C: 1.6403 -1.6358 0.4181
C: 1.6095 -2.7783 -0.5820
S: 3.2723 -2.8927 -1.4421
H: 0.9697 -0.2392 -2.0235
H: 2.3995 0.9958 -1.6876
H: -0.4150 0.8266 -0.7584
H: 0.9035 3.0176 -1.9322
H: 1.4953 3.2251 -0.1935
H: -1.2918 3.1641 -0.0223
H: -1.1400 3.7805 -1.5502
H: 2.5139 0.3565 0.7195
H: 3.3578 -0.4842 -0.2791
H: 1.9754 -1.9239 1.3984
H: 0.5910 -1.2101 0.6325
H: 0.9250 -2.4496 -1.4455
H: 1.3480 -3.7783 -0.1177
H: 3.0861 -2.0822 -2.3990
H: -0.7029 -1.9003 3.1185
H: -2.1122 -2.7153 3.0019
O: -1.3855 -2.2041 2.4820
H: -2.8232 1.9188 1.1624
H: -2.9992 2.4914 2.4847
O: -2.8463 2.7680 1.4987
H: -2.0065 0.0749 3.4339
H: -0.7406 0.4327 4.4132
O: -1.5687 -0.0922 4.2977
H: -2.2421 1.2719 -2.5668
H: -3.5035 2.0793 -1.9206
O: -2.6807 1.6253 -1.7966
H: -2.0255 -1.2793 -1.1021
H: -1.6432 -2.6403 -0.7609
O: -1.3723 -1.8826 -1.3324
H: 0.7421 1.1086 -3.7875
H: 0.2697 -0.0520 -4.6654
O: 0.2568 0.8509 -4.6602
H: -3.0805 0.1400 1.0939
H: -2.2692 -0.8929 1.9946
O: -2.4996 0.1000 1.8761
H: -0.0611 1.1619 2.6847
H: 1.4393 1.0663 2.5534
O: 0.7297 0.8076 3.1306

Cartesian forces, eV/Å:
C 0.33 -2.64 0.39
N -1.05 2.24 -1.48
C -1.10 -1.32 0.65
N -0.19 0.18 0.78
C 1.90 -1.46 -2.43
C -2.36 2.20 0.54
C -0.21 0.89 -1.57
S 0.25 -2.41 2.03
H 1.71 1.39 1.84
H -1.14 0.32 -0.04
H 1.28 1.50 0.31
H 0.41 -0.44 0.37
H -1.37 -0.66 -0.98
H 0.97 0.26 -0.42
H 0.71 -0.66 0.33
H -0.91 1.17 1.53
H -0.66 -0.44 -0.76
H 0.59 -0.26 0.35
H 0.85 -1.41 -0.29
H 0.61 -1.10 1.55
H 0.27 1.27 -0.83
H -0.60 1.51 -1.57
H -0.82 -0.08 -0.11
H 2.07 1.30 -1.01
O -1.32 -1.69 1.01
H 0.27 -2.65 -1.64
H 0.45 1.12 -2.50
O -0.64 2.03 4.08
H 0.57 0.51 0.70
H -1.18 -0.63 -0.54
O 0.53 0.32 0.97
H -0.51 0.09 -0.80
H -0.58 0.05 -0.87
O 0.98 -0.31 1.65
H -2.17 2.34 0.54
H 0.45 0.43 -0.47
O 1.66 -2.61 -0.12
H -1.34 -0.76 -2.33
H -0.01 -3.85 0.05
O 1.30 4.62 2.35
H -0.06 -0.39 0.08
H -0.04 1.35 -0.57
O -0.04 -1.39 -0.35
H 0.31 -0.29 -0.09
H 0.49 0.13 -0.45
O -0.65 0.22 0.13

Properties
HOMO (alpha / beta) = -0.05 / -6.06 eV
spin multiplicity = 2
charge = -1
ΔE to the lowest compared entry with this formula, charge and spin = 36.9 kcal/mol
orbital gap (alpha / beta) = 0.096 / 0.316 hartree
strongest force on any atom = 0.104 Eh/bohr

Taken from the natural (NBO) analysis, the atomic charges in e are: C -0.254; N -0.709; C -0.026; N -0.881; C -0.398; C -0.460; C -0.507; S -0.102; H 0.177; H 0.191; H 0.384; H 0.154; H 0.160; H 0.403; H 0.369; H 0.199; H 0.189; H 0.207; H 0.239; H 0.253; H 0.234; H 0.101; H 0.503; H 0.465; O -1.044; H 0.469; H 0.470; O -0.965; H 0.496; H 0.485; O -1.024; H 0.475; H 0.465; O -1.123; H 0.423; H 0.438; O -1.128; H 0.475; H 0.460; O -0.950; H 0.403; H 0.491; O -1.200; H 0.489; H 0.479; O -0.973

# 4
Below is a structure of composition C5H18N4 at a distorted geometry, with properties calculated with ωB97M-V/def2-TZVPD.

Positions of all 27 atoms, in Å:
C: -0.3736 -0.8663 1.9587
C: 0.1966 -2.0350 2.7663
N: 0.4580 -0.5269 0.8027
N: 0.6570 -1.4691 -0.2116
N: -0.4816 0.3463 2.7567
H: 1.3506 -0.1542 1.1155
H: -1.3487 -1.1681 1.5438
H: 0.4960 -0.5080 -1.3038
H: -0.1604 -2.0825 -0.2028
H: -1.3640 0.8221 2.6153
H: -0.3548 0.1880 3.7481
H: 1.1325 -1.7334 3.2417
H: -0.4989 -2.3332 3.5542
H: 0.3956 -2.8790 2.1086
C: -0.8571 1.3634 -0.4428
C: -0.5593 0.4290 -3.0490
C: 1.4003 1.3956 -1.9970
N: 0.2513 0.5283 -1.8597
H: 0.0468 0.1825 -3.9302
H: 2.0389 1.0862 -2.8331
H: -0.3568 1.7634 0.4291
H: -1.6723 0.6794 -0.2369
H: -1.1057 2.1553 -1.1451
H: -1.3101 -0.3492 -2.9134
H: -1.0792 1.3723 -3.2715
H: 1.9931 1.3511 -1.0833
H: 1.1062 2.4418 -2.1608

Cartesian forces, eV/Å:
C 0.85 -0.24 -0.51
C -0.28 0.26 0.15
N -0.47 1.43 1.09
N 0.02 -0.46 -1.91
N -0.11 0.13 0.19
H -0.07 -0.31 0.25
H 0.00 0.00 0.04
H -0.09 -1.23 1.23
H 0.10 0.01 -0.01
H 0.12 -0.05 0.07
H -0.09 -0.10 -0.09
H 0.06 0.03 -0.06
H -0.02 -0.12 -0.02
H 0.02 0.01 0.00
C 1.27 -0.40 -2.78
C -0.38 0.17 -0.08
C 0.18 0.33 0.14
N -1.24 1.44 2.26
H 0.06 -0.03 0.25
H -0.17 -0.07 0.07
H 0.37 -0.48 -0.18
H 0.22 -0.14 -0.09
H -0.42 0.06 0.02
H 0.02 -0.02 0.00
H 0.06 -0.07 0.05
H -0.03 -0.04 -0.03
H 0.00 -0.09 -0.06

Properties
HOMO = -5.42 eV
spin multiplicity = 1
ΔE to the lowest compared entry with this formula, charge and spin = 117.2 kcal/mol
orbital gap = 0.222 hartree
strongest force on any atom = 0.060 Eh/bohr

Taken from the natural (NBO) analysis, the atomic charges in e are: C 0.107; C -0.638; N -0.510; N -0.864; N -0.856; H 0.339; H 0.143; H 0.436; H 0.299; H 0.359; H 0.364; H 0.202; H 0.196; H 0.232; C -0.311; C -0.424; C -0.421; N -0.448; H 0.208; H 0.203; H 0.229; H 0.200; H 0.159; H 0.213; H 0.184; H 0.220; H 0.180